# 1
37
Properties=species:S:1:pos:R:3:lowdin_charge:R:1 method="wB97M-V/def2-TZVPD" orbital_gap_ev=2.830 charge=-7
Sn 1.16178 1.80352 -2.15743 0.900
Sn -1.28339 3.89537 3.50172 0.387
Sn 3.76095 1.36047 0.75042 0.969
Sn 0.48884 -0.21397 3.09395 1.301
Sn -3.14107 -0.25072 -0.78447 1.080
Sn -0.02649 -2.69426 -3.02896 0.912
I -2.52037 3.83730 -3.22304 -0.805
I -1.13675 -0.45653 6.53281 -0.775
I 3.13157 7.03329 0.14663 -0.982
I -3.63480 4.08887 2.35193 -0.201
I 5.06030 -1.12035 1.29158 -0.050
I 3.30485 2.86076 -3.89130 -0.338
P 0.71340 0.94238 0.53888 -0.137
O -0.22293 0.54522 -0.54575 -0.501
O 1.59531 -0.01436 1.30930 -0.555
O -0.25511 1.63451 1.49643 -0.485
O 1.82704 1.68030 -0.33518 -0.799
P -6.15072 -1.02946 -1.96312 0.342
O -2.26662 0.10199 -2.60039 -0.932
O -7.61860 -1.16331 -2.13238 -0.416
O -5.63769 0.30163 -1.22569 -0.557
O -4.95775 -1.85219 -2.30108 -0.423
P 1.02263 -2.96470 -6.59023 0.450
O 0.54806 -4.30309 -7.04246 -0.412
O 0.69971 -3.11037 -5.00340 -0.644
O 2.01965 -2.00654 -7.18009 -0.378
O 1.41416 -3.09863 -2.04562 -0.868
P 4.12909 1.27342 3.92284 0.195
O 0.41824 4.69887 4.71720 -1.071
O 4.10158 2.13937 2.75936 -0.482
O 3.18658 0.14063 4.06696 -0.419
O 5.21879 1.38196 4.84664 -0.303
Cl -0.99160 -3.14600 2.14170 0.704
O -1.81435 -2.00055 1.62069 -0.474
O -0.89502 -4.22615 1.22805 -0.319
O 0.33805 -2.39812 2.40480 -0.556
O -1.58733 -3.67056 3.32868 -0.356


# 2
111
Properties=species:S:1:pos:R:3:lowdin_charge:R:1 method="wB97M-V/def2-TZVPD" orbital_gap_ev=9.127 smiles="NC[C@@](S)(COO)OC(=O)I.COCCOCCOC.COCCOCCOC.COCCOCCOC.COCCOCCOC"
N 1.07995 -1.51580 -1.50582 0.021
C 0.32206 -2.18730 -2.54348 -0.237
C -0.20694 -3.63149 -2.33739 -0.682
S -0.65376 -4.04103 -0.62973 0.902
C -1.48931 -3.83138 -3.15695 -0.199
O -2.09467 -5.08563 -2.84699 -0.168
O -3.44363 -4.87395 -2.41339 -0.025
O 0.71898 -4.60029 -2.92779 -0.120
C 2.00046 -4.55417 -2.56874 -0.961
O 2.45680 -4.57259 -1.46677 0.014
I 3.28550 -4.51289 -4.27493 0.878
H 1.82351 -2.08479 -1.11862 0.062
H 0.48085 -1.20128 -0.75217 0.060
H 0.91577 -2.19358 -3.46890 0.119
H -0.56374 -1.57300 -2.75054 0.124
H 0.29548 -3.33545 -0.00851 -0.125
H -2.19967 -3.03012 -2.92366 0.118
H -1.23865 -3.82925 -4.22497 0.149
H -3.32407 -4.57454 -1.49613 0.075
C 5.84426 -4.74590 5.82214 -0.113
O 4.64630 -5.13189 5.18804 -0.188
C 3.64774 -4.13716 5.09578 -0.199
C 3.13856 -3.91303 3.68690 -0.185
O 4.08184 -3.42372 2.75338 -0.118
C 5.11323 -4.28155 2.29924 -0.180
C 4.67566 -5.40044 1.37871 -0.191
O 3.82595 -6.33387 2.01777 -0.188
C 2.61635 -6.61575 1.34322 -0.102
H 5.80921 -4.95511 6.89642 0.086
H 6.65833 -5.32446 5.38420 0.086
H 6.05732 -3.68322 5.67280 0.088
H 4.00649 -3.18820 5.51072 0.111
H 2.78540 -4.45465 5.69670 0.128
H 2.39526 -3.11287 3.76456 0.119
H 2.61712 -4.79536 3.31155 0.112
H 5.70689 -4.66954 3.12925 0.110
H 5.76768 -3.63694 1.70589 0.129
H 5.58678 -5.91670 1.04759 0.128
H 4.19191 -4.98179 0.49142 0.108
H 2.26673 -5.76743 0.75172 0.064
H 1.86116 -6.85267 2.09447 0.086
H 2.73188 -7.48536 0.68792 0.090
C -1.64540 0.98538 1.03445 -0.116
O -0.27033 1.01463 1.32534 -0.195
C 0.35624 2.28333 1.26249 -0.190
C 1.10767 2.64634 2.52384 -0.176
O 0.32890 2.79782 3.69539 -0.113
C -0.27882 1.67253 4.29676 -0.185
C 0.65748 0.65151 4.90454 -0.199
O 1.43920 -0.01401 3.93500 -0.194
C 2.82907 -0.05860 4.17220 -0.103
H -1.81493 0.78518 -0.03099 0.072
H -2.09479 0.17294 1.60870 0.088
H -2.14812 1.91778 1.30769 0.092
H -0.36914 3.06910 1.02411 0.120
H 1.09099 2.25903 0.44849 0.130
H 1.52784 3.63986 2.34675 0.128
H 1.94893 1.96745 2.67921 0.112
H -0.98618 1.18367 3.62252 0.109
H -0.85940 2.08955 5.12412 0.129
H 0.02978 -0.08963 5.41729 0.126
H 1.29101 1.12703 5.66091 0.124
H 3.17945 0.81271 4.73349 0.090
H 3.33359 -0.07966 3.20622 0.093
H 3.09326 -0.97032 4.71817 0.072
C -5.67553 1.49689 -5.37287 -0.113
O -6.20582 0.40634 -4.65332 -0.189
C -5.70228 -0.86663 -5.00074 -0.196
C -5.17334 -1.64925 -3.81767 -0.176
O -4.05352 -1.08864 -3.15406 -0.132
C -4.19219 0.10256 -2.40691 -0.181
C -5.01058 0.00964 -1.13805 -0.203
O -6.38164 -0.24238 -1.35516 -0.184
C -6.92469 -1.33943 -0.65456 -0.110
H -6.27723 1.71536 -6.26076 0.087
H -5.69337 2.37071 -4.72062 0.086
H -4.64114 1.31528 -5.67955 0.088
H -4.92028 -0.78090 -5.76302 0.123
H -6.51874 -1.46001 -5.43169 0.129
H -4.80199 -2.59511 -4.22159 0.127
H -5.97380 -1.89684 -3.11745 0.114
H -4.52460 0.93629 -3.02848 0.113
H -3.17259 0.33520 -2.08369 0.113
H -4.91117 0.97862 -0.63053 0.128
H -4.57140 -0.75105 -0.48179 0.121
H -6.18601 -2.13448 -0.51286 0.085
H -7.75094 -1.73627 -1.24445 0.088
H -7.31107 -1.03293 0.32278 0.088
C 2.24871 7.28934 -3.92860 -0.113
O 1.06110 7.05268 -3.20611 -0.188
C 0.71280 5.69755 -3.01814 -0.198
C 0.47310 5.32981 -1.56889 -0.188
O 1.57521 5.43508 -0.69071 -0.124
C 2.09822 6.70598 -0.35252 -0.181
C 1.20234 7.59176 0.48665 -0.198
O 0.03695 8.01831 -0.18936 -0.189
C -1.18143 7.77984 0.47874 -0.114
H 2.04622 7.39397 -4.99936 0.086
H 2.68206 8.22220 -3.56656 0.086
H 2.97925 6.48873 -3.78050 0.088
H 1.47625 5.03616 -3.44182 0.123
H -0.22638 5.50245 -3.55229 0.127
H 0.22892 4.26306 -1.56921 0.122
H -0.40128 5.85051 -1.17132 0.110
H 2.46696 7.23996 -1.23068 0.111
H 2.96638 6.48097 0.27313 0.129
H 1.79262 8.47697 0.75648 0.127
H 0.94314 7.07347 1.41643 0.121
H -1.13954 6.86933 1.08477 0.085
H -1.95833 7.65803 -0.27669 0.087
H -1.45266 8.62330 1.12191 0.087


# 3
31
Properties=species:S:1:pos:R:3:lowdin_charge:R:1 method="wB97M-V/def2-TZVPD" orbital_gap_ev=9.644 charge=-1
N 1.15227 0.98176 0.67658 -0.540
O 0.59548 0.01302 1.25846 -0.058
O 0.44638 1.84799 0.11628 -0.026
O 2.39461 1.03368 0.62093 -0.018
O 2.51814 -1.88615 0.68797 -0.076
H 1.75717 -1.31943 0.91743 -0.015
H 2.23347 -2.78903 0.84940 0.021
O -1.93515 1.28709 2.25524 -0.075
H -1.59058 0.78462 2.99854 0.029
H -1.19338 1.29813 1.62944 -0.009
O -0.50481 4.58670 0.31188 -0.079
H -1.24251 4.19900 0.79159 0.020
H -0.01008 3.81354 0.00168 -0.003
O 5.08989 -0.25309 0.15936 -0.079
H 5.25072 -0.98379 -0.44229 0.022
H 4.13211 -0.11412 0.10645 -0.015
O 3.09412 2.08549 -2.05954 -0.081
H 2.62373 1.64380 -1.33354 -0.009
H 3.81091 2.53362 -1.60194 0.027
C -2.09256 -1.38832 -1.92925 -0.061
C -2.04033 -1.58132 -0.42104 -0.487
C -3.34491 -1.26969 0.27221 -0.066
O -1.72091 -2.94302 -0.08305 -0.061
H -2.23159 -0.32756 -2.14143 0.080
H -2.90672 -1.95407 -2.39225 0.076
H -1.17424 -1.75591 -2.39461 0.074
H -1.27850 -0.90522 -0.02172 0.112
H -4.06628 -2.08384 0.34290 0.075
H -3.81143 -0.34143 -0.05555 0.081
H -3.10177 -1.06643 1.32542 0.068
H -0.85326 -3.14603 -0.44556 0.076